(1)
{"formula": "C31H24BN9O2W", "method": "ωB97M-V with the def2-TZVPD basis set", "elements": ["W", "O", "C", "N", "C", "C", "C", "C", "C", "C", "N", "C", "O", "C", "C", "C", "C", "C", "N", "C", "C", "C", "C", "C", "N", "H", "H", "H", "H", "H", "H", "H", "H", "H", "H", "H", "H", "B", "N", "C", "C", "C", "N", "N", "C", "C", "C", "N", "H", "H", "H", "H", "H", "H", "H", "H", "N", "C", "C", "C", "C", "C", "C", "C", "H", "H", "H", "H"], "xyz": [[0.3764, 0.0871, -0.1096], [-0.2053, 2.0882, 3.5289], [-0.3438, 1.5441, 2.4492], [0.4465, 1.6481, 1.3446], [1.3547, 2.7094, 1.2022], [1.5991, 3.7336, 2.1137], [2.4610, 4.7640, 1.7688], [3.0729, 4.7807, 0.5273], [2.8546, 3.7571, -0.3831], [2.0141, 2.7010, -0.0387], [1.8043, 1.5102, -0.7613], [2.5970, 1.2153, -1.8352], [3.1921, 1.9782, -2.5715], [2.7877, -0.2576, -1.9353], [3.8088, -0.7965, -2.6965], [4.1042, -2.1400, -2.5776], [3.3460, -2.9009, -1.6916], [2.3167, -2.3028, -1.0026], [2.0227, -0.9992, -1.1132], [-1.5692, 0.7594, 2.1367], [-2.6301, 0.6768, 3.0189], [-3.8071, 0.0925, 2.5984], [-3.8829, -0.3773, 1.2913], [-2.7712, -0.2903, 0.4856], [-1.6158, 0.2548, 0.8922], [1.1223, 3.7116, 3.0785], [2.6536, 5.5566, 2.4802], [3.7343, 5.5943, 0.2581], [3.3291, 3.7757, -1.3481], [4.3603, -0.1310, -3.3461], [4.9101, -2.5904, -3.1404], [3.5593, -3.9495, -1.5428], [1.6955, -2.8791, -0.3307], [-2.4954, 1.0871, 4.0100], [-4.6530, 0.0024, 3.2664], [-4.7902, -0.8175, 0.9040], [-2.8007, -0.6495, -0.5346], [-0.9034, -2.7093, 2.1330], [-1.1340, -2.7419, 0.5828], [-1.9180, -3.6796, 0.0444], [-1.9159, -3.5399, -1.3336], [-1.0711, -2.4658, -1.5627], [-0.6047, -1.9845, -0.4004], [0.3317, -1.8581, 2.5274], [0.8896, -1.8892, 3.7408], [2.0372, -1.1116, 3.7278], [2.1126, -0.6360, 2.4286], [1.0743, -1.0938, 1.7096], [-1.8836, -2.2658, 2.6684], [-0.6849, -3.8443, 2.4673], [-2.4331, -4.3844, 0.6754], [-2.4306, -4.1356, -2.0666], [-0.7870, -2.0209, -2.5007], [0.4383, -2.4625, 4.5333], [2.7159, -0.9202, 4.5398], [2.8389, 0.0209, 1.9758], [-3.8313, 1.9434, -6.1735], [-3.1468, 1.7134, -5.2781], [-2.3044, 1.4222, -4.1608], [-1.1831, 0.6103, -4.3196], [-0.3999, 0.2954, -3.2228], [-0.6784, 0.7524, -1.9242], [-1.7754, 1.6291, -1.8265], [-2.5825, 1.9536, -2.9017], [-0.9418, 0.2308, -5.3042], [0.4743, -0.3270, -3.4003], [-1.9959, 2.0988, -0.8747], [-3.4291, 2.6152, -2.7714]], "forces_ev_per_angstrom": [[-0.42, -0.25, 0.47], [-0.09, -0.03, 0.20], [0.32, 0.21, -0.34], [-0.17, -0.23, -0.17], [0.22, 0.12, -0.25], [-0.10, -0.12, 0.05], [0.07, 0.03, -0.06], [0.00, 0.07, 0.07], [-0.07, -0.12, -0.10], [-0.07, 0.15, 0.26], [0.31, -0.19, -0.15], [-0.51, 0.31, 0.39], [0.20, -0.02, -0.10], [-0.01, -0.31, 0.06], [0.06, 0.14, -0.19], [-0.26, -0.09, 0.23], [0.32, 0.02, -0.30], [-0.45, -0.18, 0.30], [0.30, -0.01, -0.35], [-0.21, -0.24, -0.21], [0.13, 0.09, 0.15], [0.02, -0.11, -0.21], [-0.09, 0.08, 0.28], [0.11, -0.08, -0.38], [-0.21, -0.10, 0.39], [0.01, 0.03, 0.00], [-0.03, 0.00, 0.00], [-0.01, -0.01, -0.01], [0.02, -0.02, -0.04], [-0.01, 0.03, 0.04], [0.01, 0.03, -0.02], [-0.09, -0.01, 0.05], [0.00, 0.08, 0.02], [0.00, 0.03, -0.02], [-0.01, 0.04, 0.00], [0.02, -0.01, -0.04], [0.08, -0.06, 0.03], [-0.06, 0.12, 0.04], [0.16, -0.29, -0.06], [-0.08, 0.05, -0.15], [0.05, -0.04, 0.00], [0.01, -0.04, -0.02], [0.12, 0.67, -0.21], [0.11, -0.13, 0.07], [0.07, 0.10, -0.02], [0.06, -0.04, 0.01], [-0.06, -0.14, 0.01], [0.28, 0.47, -0.20], [-0.14, 0.09, 0.04], [-0.06, -0.07, 0.05], [0.08, -0.02, 0.03], [-0.01, -0.01, 0.04], [-0.01, 0.06, 0.07], [0.01, -0.04, -0.03], [-0.02, -0.01, 0.00], [-0.04, 0.05, 0.00], [0.05, -0.03, 0.05], [-0.21, 0.10, -0.25], [0.23, -0.08, 0.28], [-0.11, 0.08, -0.07], [0.22, 0.00, 0.13], [-0.14, -0.07, 0.13], [0.18, 0.05, 0.10], [0.01, -0.01, -0.11], [0.04, -0.02, 0.02], [-0.05, -0.05, -0.01], [-0.07, -0.06, 0.02], [0.01, 0.02, -0.02]], "orbital_gap_ha": [0.2254, 0.2443], "de_lowest_kj_mol": 49.8, "multiplicity": 3}

=====

(2)
{"formula": "C31H24BiCl2N10O3S", "method": "ωB97M-V with the def2-TZVPD basis set", "elements": ["Bi", "C", "N", "C", "N", "C", "N", "C", "C", "C", "C", "C", "C", "C", "N", "N", "C", "O", "C", "C", "C", "C", "C", "C", "N", "C", "N", "C", "N", "C", "H", "H", "H", "H", "H", "H", "H", "H", "H", "H", "H", "H", "H", "H", "H", "H", "Cl", "C", "C", "C", "C", "C", "Cl", "C", "S", "H", "H", "H", "C", "N", "C", "C", "C", "O", "N", "C", "O", "H", "H", "H", "H", "H"], "xyz": [[-0.2444, -1.4341, 0.0093], [-0.3310, -1.6858, 6.2124], [-0.2452, -1.1714, 4.8567], [-0.2912, -1.8307, 3.6992], [-0.0823, -0.9912, 2.6975], [0.0936, 0.2025, 3.3279], [0.0193, 0.1304, 4.6333], [0.9554, -2.3100, 6.7080], [0.9282, -2.9784, 7.9268], [2.0776, -3.5621, 8.4340], [3.2616, -3.4986, 7.7211], [3.2917, -2.8371, 6.4977], [2.1423, -2.2328, 5.9950], [4.5488, -2.8203, 5.7548], [5.6744, -3.3245, 6.1204], [6.5595, -3.1110, 5.0817], [5.9056, -2.4903, 4.1642], [4.6120, -2.2646, 4.5149], [6.4037, -2.0713, 2.8568], [7.6797, -2.4769, 2.4783], [8.1725, -2.1103, 1.2383], [7.3973, -1.3483, 0.3793], [6.1258, -0.9311, 0.7576], [5.3609, -0.0555, -0.2073], [3.9413, 0.0588, 0.0935], [3.0111, -0.8779, 0.0403], [1.8309, -0.3357, 0.3152], [2.1195, 0.9873, 0.5124], [3.3889, 1.2550, 0.3941], [5.6294, -1.2930, 2.0009], [-1.1434, -2.4121, 6.2499], [-0.6148, -0.8377, 6.8338], [-0.4734, -2.8913, 3.6302], [0.2670, 1.1333, 2.8166], [0.0007, -3.0421, 8.4841], [2.0475, -4.0771, 9.3843], [4.1646, -3.9602, 8.0955], [2.1881, -1.7069, 5.0498], [8.2658, -3.0786, 3.1586], [9.1620, -2.4254, 0.9369], [7.7846, -1.0708, -0.5942], [5.4561, -0.4310, -1.2267], [5.7379, 0.9658, -0.1923], [3.2086, -1.9057, -0.2111], [1.3852, 1.7401, 0.7377], [4.6500, -0.9641, 2.3248], [-3.1577, -1.3167, 1.1533], [-3.6669, -0.1663, -0.0552], [-4.9688, -0.2470, -0.5038], [-5.3937, 0.6246, -1.4944], [-4.5101, 1.5404, -2.0361], [-3.2002, 1.5889, -1.5810], [-2.1260, 2.7218, -2.3289], [-2.7441, 0.7471, -0.5620], [-1.0934, 0.9256, 0.0361], [-5.6367, -0.9829, -0.0800], [-6.4150, 0.5839, -1.8467], [-4.8210, 2.2245, -2.8131], [-2.6316, -1.2079, -4.3977], [-1.2366, -1.1158, -3.9712], [-0.2327, -0.7024, -4.8233], [1.0340, -0.5550, -4.4184], [1.3974, -0.8278, -3.0330], [2.5325, -0.7537, -2.5929], [0.3288, -1.1953, -2.2224], [-0.9260, -1.3470, -2.6744], [-1.8019, -1.6858, -1.8338], [-2.6606, -1.2239, -5.4837], [-3.1985, -0.3541, -4.0266], [-3.0716, -2.1216, -4.0080], [-0.5468, -0.5169, -5.8408], [1.8085, -0.2461, -5.1023]], "forces_ev_per_angstrom": [[0.07, 0.15, 0.04], [0.00, 0.00, 0.02], [0.09, -0.04, -0.01], [-0.01, 0.04, 0.04], [-0.05, -0.06, -0.04], [0.06, -0.03, 0.07], [-0.07, 0.05, -0.03], [0.00, 0.01, -0.04], [-0.02, 0.01, 0.01], [-0.02, 0.00, 0.00], [0.01, 0.00, 0.01], [-0.01, 0.00, 0.02], [-0.02, -0.02, 0.01], [0.03, -0.01, -0.01], [-0.03, -0.02, 0.03], [0.02, 0.03, -0.02], [0.02, -0.04, 0.00], [-0.02, 0.01, 0.01], [0.01, -0.01, -0.01], [0.00, 0.00, 0.00], [-0.01, 0.01, -0.01], [0.01, -0.01, -0.02], [0.01, 0.00, -0.01], [-0.01, 0.01, -0.02], [-0.02, -0.07, 0.02], [0.02, 0.02, -0.01], [0.03, 0.04, 0.00], [0.05, -0.07, 0.02], [-0.04, 0.04, 0.00], [-0.01, 0.04, 0.00], [0.00, 0.00, -0.01], [0.00, 0.00, 0.00], [0.00, 0.00, -0.02], [-0.01, 0.00, -0.01], [0.00, 0.00, 0.00], [0.00, 0.00, 0.00], [0.01, 0.00, -0.01], [0.01, 0.00, 0.00], [0.00, 0.00, 0.00], [0.00, 0.00, 0.00], [0.00, 0.00, 0.00], [0.00, 0.00, 0.00], [0.00, 0.00, 0.02], [-0.01, -0.01, 0.00], [-0.01, 0.02, -0.01], [-0.01, 0.00, 0.00], [-0.09, 0.03, 0.06], [0.02, -0.09, 0.06], [-0.02, 0.01, -0.01], [0.00, -0.01, 0.01], [0.02, 0.00, 0.01], [0.00, 0.00, -0.01], [0.00, 0.01, 0.00], [-0.01, 0.10, -0.07], [-0.05, -0.06, 0.01], [0.00, 0.00, 0.00], [0.00, 0.00, 0.00], [0.00, 0.00, 0.00], [0.00, -0.01, 0.01], [0.01, -0.01, -0.04], [-0.03, -0.02, -0.01], [0.03, -0.01, -0.02], [-0.05, 0.02, 0.02], [0.02, -0.01, -0.04], [0.14, -0.03, -0.01], [0.00, 0.05, -0.02], [-0.09, -0.06, 0.01], [0.01, 0.00, 0.00], [-0.01, -0.01, 0.01], [0.00, 0.00, -0.01], [0.01, 0.01, 0.00], [0.00, 0.01, 0.01]], "orbital_gap_ha": 0.2862, "de_lowest_kj_mol": 0.0, "multiplicity": 1, "charge": 1}

=====

(3)
{"formula": "C31H24Cl3N6O3S3V", "method": "ωB97M-V with the def2-TZVPD basis set", "elements": ["V", "C", "S", "C", "S", "N", "N", "C", "C", "C", "C", "C", "C", "N", "H", "H", "H", "H", "H", "H", "H", "H", "C", "C", "C", "C", "C", "C", "C", "S", "O", "O", "N", "C", "C", "C", "C", "C", "C", "C", "C", "N", "C", "H", "H", "H", "H", "H", "H", "H", "H", "H", "H", "H", "H", "H", "Cl", "C", "C", "C", "Cl", "C", "O", "C", "Cl", "C", "H", "H", "N", "C", "H"], "xyz": [[0.2520, -0.5789, -1.6612], [5.4521, 1.6691, 1.4086], [4.8587, 1.9055, -0.2715], [3.6811, 0.5750, -0.5494], [3.1881, -0.4795, 0.6772], [3.3908, 0.6140, -1.8266], [2.3393, -0.1424, -2.2847], [2.4944, -0.4975, -3.5157], [1.4282, -1.1993, -4.2070], [1.5386, -1.5543, -5.5497], [0.4792, -2.1878, -6.1676], [-0.6722, -2.4448, -5.4303], [-0.7152, -2.0714, -4.1018], [0.3201, -1.4791, -3.4917], [5.2932, 2.5796, 1.9853], [6.5119, 1.4166, 1.4068], [4.8765, 0.8590, 1.8573], [3.4115, -0.2511, -4.0425], [2.4452, -1.3102, -6.0878], [0.5404, -2.4656, -7.2123], [-1.5362, -2.9165, -5.8776], [-1.5953, -2.2092, -3.4818], [-0.7309, 3.8519, 5.1935], [-1.2406, 2.8150, 4.2308], [-2.4654, 2.9870, 3.5878], [-2.9376, 2.0456, 2.6928], [-2.1850, 0.9046, 2.4253], [-0.9690, 0.7145, 3.0574], [-0.5058, 1.6705, 3.9523], [-2.9296, -0.1949, 1.2372], [-3.8760, -1.0168, 1.9507], [-3.4421, 0.6532, 0.2019], [-1.7320, -1.0957, 0.5575], [-0.9718, -2.0420, 1.2762], [-1.3443, -2.4261, 2.5501], [-0.6376, -3.3729, 3.3055], [0.4389, -4.0089, 2.7743], [0.8568, -3.6714, 1.4692], [1.9372, -4.3785, 0.8912], [2.3471, -4.0790, -0.3649], [1.7215, -3.0029, -1.0138], [0.7368, -2.2985, -0.5081], [0.2142, -2.6560, 0.7161], [-1.2869, 3.8206, 6.1335], [-0.8415, 4.8563, 4.7817], [0.3225, 3.6915, 5.4222], [-3.0458, 3.8851, 3.7674], [-3.8701, 2.2098, 2.1686], [-0.3517, -0.1437, 2.8413], [0.4640, 1.5263, 4.4148], [-2.2323, -2.0023, 2.9877], [-0.9846, -3.6038, 4.3048], [0.9836, -4.7694, 3.3199], [2.4117, -5.1605, 1.4722], [3.1608, -4.5962, -0.8527], [2.0926, -2.6875, -1.9792], [-2.8666, 5.6624, 0.0667], [-2.1504, 4.2912, -0.7542], [-1.2144, 3.5162, -0.0926], [-0.6875, 2.4365, -0.7643], [0.5015, 1.4280, 0.0220], [-1.0282, 2.0532, -2.0796], [-0.5311, 1.0115, -2.6427], [-1.9767, 2.9021, -2.6925], [-2.4767, 2.5317, -4.3146], [-2.5320, 3.9931, -2.0508], [-0.9100, 3.7411, 0.9201], [-3.2677, 4.5995, -2.5600], [-2.7366, -1.5460, -1.5978], [-1.6797, -1.1721, -1.0197], [-3.5336, -1.7045, -0.9809]], "forces_ev_per_angstrom": [[0.02, 0.63, 0.86], [-0.03, 0.01, 0.06], [0.01, 0.04, -0.06], [0.07, -0.10, 0.06], [-0.09, 0.06, -0.13], [-0.31, -0.02, 0.07], [0.47, 0.06, -0.23], [-0.05, -0.01, 0.06], [-0.01, -0.08, -0.05], [0.03, 0.01, 0.00], [-0.05, 0.00, 0.05], [0.00, -0.02, -0.08], [0.02, 0.03, 0.14], [-0.01, -0.27, -0.64], [0.00, 0.01, -0.03], [-0.02, -0.01, -0.01], [-0.01, -0.04, -0.01], [0.00, 0.04, -0.02], [-0.01, -0.01, 0.00], [0.00, 0.00, 0.01], [0.02, 0.00, -0.01], [-0.01, -0.01, -0.04], [0.02, 0.02, 0.02], [-0.01, 0.00, 0.00], [0.01, 0.01, 0.01], [-0.01, 0.00, -0.05], [0.03, 0.04, 0.02], [0.11, 0.04, -0.06], [0.01, 0.00, -0.03], [-0.09, 0.10, -0.12], [0.02, -0.06, 0.07], [0.03, -0.08, -0.05], [0.18, -0.05, 0.06], [-0.01, 0.00, -0.02], [-0.05, -0.08, 0.03], [-0.02, 0.03, -0.01], [0.02, 0.01, -0.03], [0.03, -0.08, 0.06], [-0.01, 0.00, 0.02], [-0.01, 0.04, -0.05], [0.09, 0.01, 0.07], [-0.10, -0.46, 0.29], [0.02, -0.01, -0.07], [0.00, -0.01, -0.01], [0.00, -0.01, 0.00], [-0.01, 0.00, 0.00], [0.01, -0.01, 0.00], [0.02, -0.02, -0.01], [0.01, 0.02, -0.03], [-0.02, 0.01, 0.00], [-0.05, 0.03, -0.02], [0.00, -0.01, -0.01], [-0.01, 0.00, -0.01], [0.00, 0.01, 0.00], [0.00, -0.01, 0.01], [-0.01, 0.03, -0.01], [0.01, -0.02, -0.01], [0.00, 0.04, 0.06], [-0.05, 0.01, -0.06], [0.05, 0.00, 0.06], [0.00, -0.03, 0.14], [-0.03, -0.16, 0.05], [0.00, 0.37, -0.33], [-0.02, 0.07, 0.02], [0.01, -0.01, 0.00], [0.00, -0.03, -0.02], [-0.01, -0.01, 0.02], [0.00, 0.00, 0.00], [0.09, 0.00, 0.14], [-0.25, 0.01, -0.17], [-0.05, -0.06, 0.02]], "orbital_gap_ha": [0.2224, 0.2504], "de_lowest_kj_mol": 143.3, "multiplicity": 4, "charge": -1}